Entry 1:
This record from OMol25 describes a molecular structure, C44H61N11O5PRbS2. The level of theory is wB97M-V/def2-TZVPD.

Values from the calculation:
- E_tot: -3853.55948 hartree
- E_HOMO: -5.9 eV
- Orbital gap: 5.4870 eV

Structure (XYZ):
```
125
Properties=species:S:1:pos:R:3:forces:R:3
Rb -0.0259 -0.1308 -0.4902 0.6 -0.8 1.1
C -2.5727 -2.8423 -1.0068 1.0 0.3 -0.5
C -1.8643 -3.1451 -2.2973 0.3 0.2 0.1
C -2.2822 -4.2575 -3.0618 0.0 -0.3 -0.1
C -1.5748 -4.5951 -4.1755 0.0 0.0 0.1
C -0.4495 -3.8308 -4.5561 0.0 0.3 0.3
C 0.3425 -4.1742 -5.6670 0.1 0.0 -0.2
C 1.4112 -3.3837 -6.0012 -0.1 -0.2 -0.1
C 1.7104 -2.2383 -5.2574 -0.1 0.0 0.2
C 0.9743 -1.8568 -4.1397 0.1 -0.1 -0.2
S 1.4050 -0.4253 -3.2763 0.3 0.3 0.0
C -0.1371 -2.6875 -3.7615 0.1 -0.4 -0.4
N -0.8523 -2.3880 -2.6464 -0.1 0.1 0.3
H -3.6515 -2.9264 -1.1347 3.2 1.1 0.1
H -2.3291 -1.8472 -0.6497 0.2 0.2 0.0
H -2.2788 -3.5677 -0.2406 0.1 0.1 0.0
H -3.1472 -4.8351 -2.7540 0.5 0.1 -0.2
H -1.8564 -5.4536 -4.7753 0.0 0.0 0.0
H 0.0958 -5.0606 -6.2398 0.0 0.0 0.0
H 2.0304 -3.6411 -6.8525 0.0 0.0 0.0
H 2.5434 -1.6099 -5.5431 0.0 0.0 0.0
C -3.0812 -4.2233 3.6345 0.0 -0.2 -0.2
N -2.1337 -3.2005 3.2375 -0.1 0.5 0.3
C -2.3643 -2.0862 2.5266 0.0 -0.5 -0.2
N -1.2325 -1.4710 2.2799 0.2 0.5 0.1
C -0.3135 -2.2344 2.9263 -0.1 -0.2 -0.2
N -0.8187 -3.3002 3.5112 0.2 -0.1 0.0
C -3.3522 -5.1393 2.4649 0.0 -0.2 0.1
C -2.9438 -6.4661 2.4388 -0.1 0.0 -0.1
C -3.1803 -7.2469 1.3099 0.0 0.0 0.0
C -3.7984 -6.7066 0.1948 0.0 0.2 -0.1
C -4.1920 -5.3685 0.2173 0.0 -0.2 0.2
C -3.9841 -4.6069 1.3570 -0.1 0.0 -0.1
C -4.7627 -4.7206 -0.9471 -0.8 -0.7 -0.4
N -5.0733 -5.2041 -2.1082 0.0 -0.1 0.7
N -5.4819 -4.1455 -2.8799 -0.3 0.6 -0.1
C -5.4126 -3.0855 -2.1358 -0.6 -0.7 -0.8
O -4.9783 -3.3886 -0.8961 -3.6 -0.9 0.8
C -5.6655 -1.6962 -2.4698 0.0 0.4 0.1
C -6.1250 -1.3399 -3.7335 0.1 -0.2 0.1
C -6.3247 -0.0017 -4.0252 0.0 0.1 0.0
C -6.0636 0.9744 -3.0738 0.0 -0.1 0.1
C -5.6024 0.6232 -1.8081 0.0 0.0 0.1
C -5.3365 1.7206 -0.7923 0.0 0.0 -0.3
N -4.9239 1.2534 0.5136 0.1 0.0 -0.1
C -3.7269 0.8091 0.9352 -2.7 -0.8 -0.4
N -3.8095 0.4366 2.1976 -1.2 -0.4 0.2
C -5.1094 0.6816 2.5074 0.3 -0.1 -0.1
N -5.8183 1.1766 1.5197 -0.1 0.0 -0.2
C -5.4115 -0.7131 -1.5120 -0.1 -0.1 0.0
H -4.0024 -3.7270 3.9409 0.0 0.0 0.1
H -2.6671 -4.7663 4.4801 0.1 0.1 0.0
H -3.3358 -1.7768 2.1721 0.2 -0.1 0.2
H 0.7373 -1.9963 2.9462 0.0 0.0 0.0
H -2.4379 -6.8922 3.2966 0.0 0.0 0.0
H -2.8579 -8.2796 1.2946 0.0 0.0 0.0
H -3.9665 -7.2851 -0.7034 0.0 -0.1 0.0
H -4.2949 -3.5684 1.3550 0.0 -0.1 0.0
H -6.3076 -2.1160 -4.4641 0.0 0.0 0.0
H -6.6876 0.2890 -5.0021 0.0 0.0 0.0
H -6.2276 2.0196 -3.3102 0.0 0.0 0.0
H -6.2519 2.2865 -0.6278 0.0 0.1 0.0
H -4.5763 2.4023 -1.1778 0.0 -0.1 0.0
H -2.8322 0.7967 0.3315 -0.8 -0.5 -1.4
H -5.5248 0.5086 3.4869 0.0 0.0 0.0
H -5.0755 -1.0151 -0.5289 0.0 0.1 0.0
O 2.0641 0.7087 1.9278 -0.1 0.0 0.1
H 1.7682 1.4259 1.3426 0.0 -0.1 -0.1
H 2.6371 0.1606 1.3799 0.0 0.0 0.0
O -1.6538 1.6109 1.9138 1.7 0.7 -0.1
H -2.3580 1.2665 1.3405 2.6 1.4 1.9
H -1.3146 0.8256 2.3640 -0.1 0.0 0.0
C -1.1080 3.6569 -2.7030 0.2 -0.3 0.1
S -0.6061 1.9003 -2.7238 -0.1 1.3 -1.4
C -1.1481 1.5985 -4.4245 0.2 -0.1 0.2
O -1.6328 1.2227 -1.8894 -1.3 0.1 0.3
H -0.5415 4.2035 -3.4570 0.0 0.0 0.0
H -0.8777 4.0384 -1.7088 0.0 0.0 0.0
H -2.1792 3.7224 -2.8897 0.0 0.0 -0.1
H -0.5837 2.2268 -5.1124 0.0 0.0 0.0
H -2.2177 1.7993 -4.4843 0.0 0.1 0.1
H -0.9390 0.5497 -4.6262 0.0 0.0 0.0
C 3.1628 2.7726 -2.3005 0.0 -0.1 0.1
N 2.8755 3.7520 -1.2659 0.0 0.0 -0.1
C 3.7272 4.9279 -1.2494 -0.1 0.1 0.1
C 3.0199 6.0732 -0.5511 0.1 -0.2 0.1
C 2.6007 5.5834 0.8224 0.0 0.0 -0.1
N 1.7546 4.4136 0.6790 -0.1 0.0 0.0
C 0.8383 4.1176 1.7687 0.0 -0.1 0.0
C 1.9638 3.4733 -0.2910 0.0 0.1 0.0
O 1.3180 2.4152 -0.2965 0.0 -0.1 0.1
H 2.9710 3.2005 -3.2872 0.0 0.0 0.0
H 2.5334 1.8996 -2.1740 0.0 0.0 0.0
H 4.2111 2.4658 -2.2523 0.0 0.0 0.0
H 3.9664 5.1879 -2.2820 0.0 0.0 0.0
H 4.6733 4.7056 -0.7391 0.0 0.0 -0.1
H 2.1300 6.3496 -1.1204 0.0 0.1 0.0
H 3.6739 6.9414 -0.4745 0.0 0.0 0.0
H 2.0364 6.3501 1.3544 0.0 0.0 0.0
H 3.4882 5.3484 1.4244 0.0 0.0 0.0
H 0.2652 5.0137 2.0097 0.0 0.0 0.0
H 1.3762 3.7932 2.6653 0.0 0.0 0.0
H 0.1512 3.3299 1.4717 0.0 0.0 0.0
C 3.7017 -2.7009 2.4628 -0.1 -0.1 0.0
C 2.8264 -3.6436 1.6375 -0.1 0.2 -0.1
P 2.0464 -2.7806 0.1880 0.4 -0.5 -0.1
C 3.5019 -2.5777 -0.9442 -0.1 -0.1 0.1
C 4.3079 -3.8134 -1.3345 0.0 0.1 0.0
C 1.1242 -4.1867 -0.6193 0.0 0.1 0.1
C 1.4883 -5.6286 -0.2690 0.0 0.1 0.0
H 4.0796 -3.2106 3.3504 0.0 0.1 0.0
H 3.1380 -1.8245 2.7923 0.0 0.0 0.0
H 4.5610 -2.3483 1.8894 0.0 0.0 0.0
H 2.0068 -4.0184 2.2573 0.0 -0.1 0.0
H 3.4061 -4.5058 1.3063 0.0 0.0 0.0
H 4.1527 -1.8392 -0.4637 0.0 0.0 -0.1
H 3.0988 -2.0927 -1.8384 0.0 0.1 0.0
H 4.7366 -4.3149 -0.4647 0.0 0.0 0.0
H 5.1316 -3.5249 -1.9900 0.0 0.0 0.0
H 3.6902 -4.5273 -1.8797 0.0 0.0 0.0
H 1.2156 -4.0162 -1.6955 -0.1 0.0 0.0
H 0.0709 -4.0273 -0.3740 0.0 0.0 -0.1
H 2.5289 -5.8623 -0.4905 0.0 0.0 0.0
H 0.8616 -6.3072 -0.8518 0.0 0.0 0.0
H 1.3090 -5.8366 0.7864 0.0 0.0 0.0
```
Forces are in eV/Å.

***

Entry 2:
This record from OMol25 describes a molecular structure, C44H61N8O2S3SeV. The level of theory is wB97M-V/def2-TZVPD.

Values from the calculation:
- Total charge: -1
- E_tot: -6841.91535 hartree
- E_HOMO (spin up / spin down): -3.0 / -2.6 eV
- Spin multiplicity: 2
- Orbital gap (spin up / spin down): 5.0895 / 4.6340 eV

Structure (XYZ):
```
120
Properties=species:S:1:pos:R:3:forces:R:3
V -0.5817 -0.6228 -1.7445 0.1 0.5 -0.5
C 3.8897 -2.5128 4.4305 -0.1 0.1 0.0
C 2.7084 -1.5321 4.3785 0.0 0.0 0.0
C 1.7007 -1.8755 5.4868 0.1 0.0 0.0
C 3.2477 -0.1241 4.6377 -0.1 -0.1 0.0
C 2.0133 -1.6466 3.0228 0.0 0.1 0.1
C 1.8440 -0.5737 2.1617 0.0 0.0 0.0
C 1.2203 -0.7587 0.9415 -0.1 -0.1 -0.2
Se 0.8620 0.6920 -0.2737 0.5 0.9 1.0
C -0.6044 1.3916 0.7677 -0.3 -0.2 -0.4
C -0.4204 2.1242 1.9214 -0.1 0.0 -0.1
C -1.5259 2.5552 2.6447 0.0 0.1 0.0
C -2.7771 2.3244 2.0763 0.1 0.1 0.0
C -2.9999 1.6365 0.8893 0.1 -0.2 -0.3
C -1.8735 1.0421 0.2566 0.2 0.5 0.7
O -1.9248 0.1752 -0.7254 -1.5 0.2 0.8
C -4.4441 1.5588 0.3720 0.0 -0.1 0.0
C -5.0173 2.9846 0.2881 0.0 -0.1 0.1
C -5.2821 0.7143 1.3430 0.0 0.1 -0.1
C -4.5702 0.9528 -1.0285 0.0 0.0 0.0
C -1.4233 3.2636 3.9927 0.0 0.1 0.0
C -2.0393 4.6671 3.8925 0.0 -0.1 0.0
C 0.0279 3.4048 4.4573 -0.1 0.0 -0.1
C -2.1828 2.4502 5.0527 0.1 0.1 0.0
C 0.7441 -2.0011 0.5048 0.3 0.3 0.3
O 0.2377 -2.1136 -0.7140 -0.1 -0.7 0.3
C 0.8483 -3.0922 1.4108 -0.1 0.0 -0.1
C 1.4895 -2.8773 2.6207 0.0 0.0 0.0
C 0.1855 -4.4328 1.0882 0.0 0.0 -0.1
C 0.7434 -5.0050 -0.2237 0.0 0.0 0.0
C -1.3278 -4.1808 0.9795 0.1 0.0 0.0
C 0.3963 -5.4832 2.1829 0.0 0.1 -0.1
H 4.4128 -2.4411 5.3881 0.0 0.0 0.0
H 4.5977 -2.2845 3.6321 0.0 0.0 0.0
H 3.5525 -3.5413 4.3037 0.0 0.0 0.0
H 2.1609 -1.7853 6.4748 0.0 0.0 0.0
H 1.3287 -2.8938 5.3734 0.0 0.0 0.0
H 0.8482 -1.1963 5.4335 0.0 0.0 0.0
H 3.7672 -0.1006 5.5983 0.0 0.0 0.0
H 2.4365 0.6050 4.6742 0.0 0.1 0.0
H 3.9562 0.1725 3.8627 0.0 0.1 0.0
H 2.1845 0.4197 2.4250 0.0 0.0 0.0
H 0.5928 2.3264 2.2451 0.0 0.0 0.1
H -3.6452 2.7134 2.5971 0.0 0.0 0.0
H -5.0961 3.4549 1.2689 0.0 0.0 0.0
H -6.0146 2.9639 -0.1585 0.0 0.0 0.0
H -4.3720 3.6045 -0.3368 0.0 0.0 0.0
H -5.2684 1.1376 2.3488 0.0 0.0 0.0
H -4.8814 -0.2993 1.3963 0.0 0.0 0.0
H -6.3214 0.6601 1.0068 0.0 0.0 0.0
H -3.9632 1.5104 -1.7428 0.0 -0.1 -0.1
H -5.6134 1.0018 -1.3553 0.0 0.1 0.1
H -4.2531 -0.0850 -1.0494 0.0 0.0 -0.1
H -1.5063 5.2591 3.1467 0.0 0.0 0.0
H -1.9835 5.1848 4.8544 0.0 0.0 0.0
H -3.0871 4.6131 3.5967 0.0 0.0 0.0
H 0.6092 4.0040 3.7547 0.1 0.0 0.0
H 0.4965 2.4243 4.5572 0.1 0.0 0.0
H 0.0583 3.8992 5.4308 0.0 0.0 0.0
H -3.2409 2.3673 4.8026 0.0 0.0 0.0
H -2.1000 2.9262 6.0340 0.0 0.0 0.0
H -1.7710 1.4418 5.1180 0.0 0.0 0.0
H 1.5885 -3.7142 3.2992 0.0 0.0 0.0
H 0.5423 -4.3308 -1.0509 0.0 0.0 0.0
H 0.2866 -5.9744 -0.4433 0.0 0.0 0.0
H 1.8239 -5.1431 -0.1395 0.0 0.0 0.0
H -1.5329 -3.3784 0.2747 0.0 0.0 0.0
H -1.7220 -3.8833 1.9538 0.0 0.0 0.0
H -1.8516 -5.0827 0.6504 0.0 0.0 0.0
H 1.4545 -5.7229 2.3086 0.0 0.0 0.0
H -0.1279 -6.3996 1.9035 0.0 0.0 0.0
H -0.0082 -5.1456 3.1390 0.0 0.0 0.0
N -3.1177 -1.0843 -3.5666 0.0 0.4 0.2
C -2.6530 0.1273 -3.9794 -0.3 0.3 -0.3
N -1.7368 0.8335 -3.3810 0.3 0.4 -0.2
C -1.6340 2.1058 -3.9611 -0.7 -0.6 -0.5
C -2.4662 2.2957 -5.0249 0.0 -0.2 0.1
S -3.4319 0.9080 -5.3336 0.2 0.0 0.3
C -0.7541 3.1981 -3.5375 0.3 0.7 0.1
C -0.8744 4.4488 -4.0694 0.0 0.0 0.0
S 0.3270 5.5144 -3.4467 0.0 -0.5 0.2
C 0.9237 4.1684 -2.4734 -0.6 0.3 -0.6
N 0.2609 3.0659 -2.6208 0.4 -0.2 0.2
N 1.9842 4.3674 -1.6491 0.3 -0.4 0.3
H -2.5343 -1.4876 -2.8467 -0.2 -0.3 -0.1
H -3.3765 -1.7321 -4.2929 0.1 -0.1 0.0
H -2.5757 3.1635 -5.6505 0.1 0.0 0.0
H -1.5870 4.8074 -4.7911 0.0 0.0 0.1
H 2.5144 5.2094 -1.7818 0.1 -0.1 0.0
H 2.5027 3.5329 -1.3936 -0.1 0.1 0.1
C 1.1820 0.0195 -4.4676 -0.2 -0.2 -0.1
C 0.5556 -1.3457 -4.4187 0.0 0.0 -0.2
C 0.6516 -2.3604 -5.3516 0.1 0.0 0.0
C -0.1484 -3.4274 -4.8739 0.0 -0.1 0.0
C -0.6848 -3.0106 -3.6716 0.1 -0.1 0.0
C -1.6403 -3.7572 -2.7841 0.2 0.1 -0.2
N -0.2578 -1.7361 -3.3811 0.5 -0.8 -1.3
H 0.6757 0.6572 -5.1996 0.0 0.1 0.1
H 2.2328 -0.0382 -4.7608 0.0 0.0 0.0
H 1.1113 0.5002 -3.4890 0.1 0.1 0.0
H 1.2275 -2.3407 -6.2660 0.0 0.1 0.0
H -0.3062 -4.3840 -5.3517 0.0 0.0 0.0
H -1.2797 -4.7672 -2.5816 0.0 0.0 0.1
H -2.6306 -3.8543 -3.2430 0.0 0.0 0.1
H -1.7425 -3.2320 -1.8333 0.0 -0.1 0.1
C 5.7299 2.8389 -2.3641 0.0 -0.1 -0.1
C 5.7418 1.5644 -3.2034 0.0 0.2 0.1
C 4.7603 0.5536 -2.7061 -0.1 -0.6 -0.3
N 3.8720 0.7513 -1.8012 0.3 0.4 -0.1
N 3.0708 -0.3132 -1.5507 0.0 -0.6 -0.1
C 3.3326 -1.3519 -2.2914 0.5 0.4 -0.2
N 2.6982 -2.5369 -2.2034 -0.2 -0.1 0.2
S 4.6892 -1.0710 -3.3863 -0.3 0.2 0.4
H 6.5061 3.5222 -2.7094 0.0 0.0 0.0
H 5.8991 2.6066 -1.3134 0.0 0.0 0.0
H 4.7627 3.3311 -2.4504 0.0 0.0 0.0
H 6.7424 1.1241 -3.2065 0.0 0.0 0.0
H 5.4957 1.8067 -4.2418 0.1 0.0 0.0
H 1.7831 -2.4725 -1.7342 0.1 -0.1 -0.1
H 2.6969 -3.1121 -3.0314 -0.1 0.1 -0.1
```
Forces are in eV/Å.